(1)
Density functional theory data (wB97M-V/def2-TZVPD) for a structure of composition C29H37BCl4N3O5PSiW.

Results
Spin multiplicity: 3
Molar mass: 903.2 g/mol
Total charge: 0
DFT total energy: -4231.46290 a.u.
Orbital gap (alpha / beta): 7.3 / 8.0 eV
Energy above the lowest of the compared OMol25 structures with the same formula, charge and spin: 6.8 kcal per mole

```
82
Properties=species:S:1:pos:R:3:lowdin_spin:R:1
W -0.182 -1.982 0.166 1.6756
Cl 5.839 -3.441 -2.324 0.0001
C 4.530 -3.198 -1.231 0.0001
C 4.783 -2.970 0.123 0.0011
Cl 6.404 -2.928 0.707 0.0006
C 3.726 -2.744 1.005 0.0002
Cl 3.988 -2.392 2.671 0.0000
C 2.427 -2.750 0.526 0.0183
O 1.334 -2.540 1.280 0.0482
C 2.172 -2.979 -0.834 0.0171
O 0.874 -2.953 -1.180 0.0480
C 3.220 -3.202 -1.712 0.0010
Cl 2.863 -3.433 -3.379 0.0003
C -5.222 0.864 -1.145 0.0008
Si -4.013 1.484 0.132 0.0063
C -4.766 1.474 1.839 0.0007
C -3.427 3.206 -0.306 0.0014
C -2.563 0.347 0.151 0.0323
C -1.656 -0.471 0.177 0.0110
H -6.143 1.451 -1.132 0.0001
H -5.478 -0.179 -0.952 0.0001
H -4.795 0.923 -2.148 0.0000
H -5.651 2.113 1.878 0.0001
H -4.052 1.839 2.581 0.0000
H -5.060 0.463 2.125 0.0001
H -4.270 3.893 -0.402 0.0002
H -2.886 3.200 -1.254 0.0000
H -2.759 3.595 0.465 0.0000
O 1.186 -0.362 -0.378 0.0497
P 1.429 1.123 -0.350 0.0068
N 0.376 1.897 -1.335 0.0006
C 0.459 3.341 -1.619 0.0002
C 0.279 3.435 -3.132 0.0001
C -0.645 2.256 -3.429 0.0001
C -0.087 1.157 -2.534 0.0013
N 3.001 1.329 -0.821 0.0009
C 3.907 0.208 -1.135 0.0003
C 5.164 0.540 -0.348 0.0000
C 5.255 2.056 -0.522 0.0000
C 3.792 2.529 -0.489 0.0001
N 1.299 1.836 1.115 0.0004
C 0.118 2.484 1.690 0.0004
C 0.683 3.114 2.957 0.0001
C 1.712 2.088 3.454 0.0000
C 2.166 1.325 2.195 0.0007
H 1.407 3.762 -1.282 0.0000
H -0.348 3.873 -1.108 0.0000
H 1.239 3.289 -3.633 0.0000
H -0.128 4.397 -3.440 0.0000
H -0.655 1.967 -4.478 0.0000
H -1.668 2.496 -3.130 0.0000
H 0.751 0.653 -3.029 0.0000
H -0.826 0.410 -2.254 0.0021
H 4.122 0.187 -2.209 0.0000
H 3.448 -0.733 -0.861 0.0002
H 6.041 0.011 -0.718 0.0000
H 5.024 0.272 0.703 0.0000
H 5.694 2.281 -1.495 0.0000
H 5.860 2.549 0.238 0.0000
H 3.626 3.332 -1.210 0.0000
H 3.507 2.903 0.498 0.0000
H -0.664 1.753 1.921 0.0003
H -0.292 3.217 1.001 0.0000
H -0.093 3.316 3.694 0.0000
H 1.171 4.059 2.713 0.0000
H 1.259 1.400 4.166 0.0000
H 2.551 2.570 3.952 0.0000
H 2.043 0.246 2.319 0.0007
H 3.214 1.509 1.947 0.0000
O -2.852 -3.726 -0.431 0.0085
B -1.884 -3.417 0.540 0.0495
O -2.224 -4.060 1.739 0.0107
C -3.389 -4.740 1.498 0.0001
C -4.129 -5.519 2.358 0.0006
C -5.288 -6.096 1.841 0.0007
C -5.671 -5.891 0.519 0.0006
C -4.911 -5.101 -0.342 0.0006
C -3.770 -4.536 0.182 -0.0004
H -3.821 -5.672 3.384 0.0000
H -5.901 -6.716 2.481 0.0000
H -6.576 -6.356 0.151 0.0000
H -5.196 -4.936 -1.372 0.0000
```

=====

(2)
Density functional theory data (wB97M-V/def2-TZVPD) for a structure of composition C43H42N5O5SiY.

Results
Molar mass: 825.8 g/mol
Total charge: -2
DFT total energy: -2641.91715 a.u.
Orbital gap: 6.3 eV
Energy above the lowest of the compared OMol25 structures with the same formula, charge and spin: 0.0 kcal per mole

```
97
Properties=species:S:1:pos:R:3:lowdin_charge:R:1
Y -0.059 -0.052 -0.159 1.5562
O -0.970 -1.314 -1.871 -0.1853
C -2.020 -2.047 -1.961 -0.3647
C -2.718 -2.146 -3.197 -0.0208
C -3.830 -2.937 -3.340 -0.1130
C -4.324 -3.697 -2.268 -0.1379
C -3.664 -3.622 -1.061 -0.0829
C -2.535 -2.810 -0.873 -0.1483
C -1.932 -2.826 0.445 -0.1094
N -1.006 -2.058 0.886 -0.0618
N -0.648 -2.333 2.212 0.0547
C 0.459 -1.713 2.542 -0.5143
O 1.182 -0.965 1.819 -0.1528
C 0.861 -1.883 3.986 -0.1375
C 0.015 -2.455 4.933 -0.0436
C 0.415 -2.562 6.257 -0.1077
C 1.668 -2.104 6.650 -0.1224
C 2.516 -1.535 5.710 -0.0963
C 2.112 -1.422 4.386 -0.0218
H -2.354 -1.533 -4.014 0.1100
H -4.343 -2.960 -4.296 0.0899
H -5.201 -4.321 -2.384 0.0758
H -4.020 -4.199 -0.212 0.0968
H -2.315 -3.574 1.145 0.1160
H -0.954 -2.808 4.606 0.0992
H -0.254 -3.002 6.987 0.0887
H 1.979 -2.188 7.685 0.0861
H 3.493 -1.174 6.007 0.0935
H 2.754 -0.974 3.638 0.1029
N -0.744 1.031 2.300 0.0033
C 0.074 2.213 2.567 -0.1693
C 0.562 2.891 1.278 -0.6824
O 0.931 4.062 1.355 -0.0098
O 0.579 2.141 0.252 -0.1409
H -1.686 1.319 2.075 -0.0006
H -0.805 0.439 3.120 0.0784
H 0.965 1.891 3.114 0.1056
H -0.430 2.967 3.179 0.1080
N 3.330 0.788 1.515 0.1353
C 3.701 1.503 0.380 -0.2715
C 4.073 2.844 0.493 -0.0476
C 4.560 3.543 -0.597 -0.1116
C 4.691 2.912 -1.827 -0.1273
C 4.292 1.587 -1.944 -0.0578
C 3.779 0.870 -0.870 -0.1446
C 3.377 -0.559 -1.051 -0.2290
C 4.423 -1.452 -1.316 -0.0665
C 4.184 -2.806 -1.500 -0.1298
C 2.875 -3.262 -1.411 -0.1224
C 1.851 -2.359 -1.145 -0.1499
C 2.034 -0.975 -0.956 -0.1602
H 2.888 1.363 2.217 0.0684
H 2.788 -0.054 1.351 0.0383
H 3.957 3.338 1.451 0.1047
H 4.824 4.589 -0.485 0.0878
H 5.063 3.450 -2.691 0.0826
H 4.348 1.087 -2.904 0.1022
H 5.439 -1.070 -1.365 0.1006
H 5.003 -3.489 -1.699 0.0787
H 2.648 -4.314 -1.548 0.0828
H 0.845 -2.770 -1.104 0.0685
C -5.592 1.118 0.218 -0.2078
Si -3.746 1.035 0.646 0.3740
C -3.727 -0.333 1.940 -0.1793
C -3.475 2.706 1.525 -0.1788
N -2.578 0.808 -0.570 -0.0828
C -2.809 1.017 -1.903 -0.3195
C -4.056 0.862 -2.550 -0.0629
C -4.265 1.107 -3.898 -0.1348
C -3.219 1.507 -4.708 -0.1361
C -1.953 1.622 -4.136 -0.0339
C -1.758 1.367 -2.793 -0.1866
O -0.487 1.449 -2.213 -0.0940
C 0.574 1.637 -3.087 -0.2878
C 1.064 0.557 -3.802 -0.0042
C 2.080 0.776 -4.720 -0.0821
C 2.597 2.054 -4.904 -0.1234
C 2.123 3.111 -4.139 -0.0978
C 1.106 2.906 -3.216 0.0134
H -6.123 1.334 1.152 0.0211
H -5.980 0.177 -0.179 0.0207
H -5.819 1.914 -0.494 0.0220
H -4.353 -0.035 2.789 0.0259
H -2.748 -0.622 2.319 -0.0079
H -4.166 -1.233 1.498 0.0241
H -4.234 3.415 1.181 0.0182
H -2.503 3.143 1.284 0.0213
H -3.564 2.639 2.615 0.0240
H -4.878 0.481 -1.967 0.0686
H -5.255 0.954 -4.315 0.0866
H -3.358 1.703 -5.764 0.0787
H -1.114 1.906 -4.756 0.1081
H 0.632 -0.421 -3.629 0.1198
H 2.478 -0.059 -5.283 0.1002
H 3.395 2.218 -5.619 0.0909
H 2.556 4.098 -4.245 0.0969
H 0.727 3.698 -2.584 0.1321
```

=====

(3)
Density functional theory data (wB97M-V/def2-TZVPD) for a structure of composition C11H15BaBrClO2Tm.

Results
Spin multiplicity: 3
Molar mass: 600.9 g/mol
Total charge: -2
DFT total energy: -4723.47439 a.u.
Orbital gap (alpha / beta): 3.2 / 3.2 eV

```
32
Properties=species:S:1:pos:R:3:lowdin_spin:R:1
Tm 0.130 -0.060 -4.626 2.0127
Cl 0.965 -1.955 -3.219 -0.0017
C 2.122 1.151 -4.759 -0.0028
C -1.119 -1.298 -6.161 -0.0030
H 2.225 1.633 -5.745 0.0000
H 2.101 1.951 -3.996 -0.0002
H 3.010 0.526 -4.572 -0.0003
H -1.128 -0.904 -7.186 0.0005
H -2.165 -1.367 -5.831 0.0001
H -0.731 -2.328 -6.208 0.0003
Ba 0.149 -0.192 -0.816 0.0008
C -2.372 -1.203 -0.374 0.0000
C -1.104 1.070 -3.175 -0.0067
H -3.261 -0.744 -0.827 0.0000
H -2.269 -2.256 -0.680 0.0000
H -2.422 -1.134 0.728 0.0000
H -2.200 1.009 -3.327 0.0004
H -0.957 1.883 -2.426 -0.0003
Br 0.486 3.116 3.396 0.0000
C 0.596 1.480 4.306 0.0000
C 0.639 1.550 5.715 0.0000
C 0.716 0.377 6.483 0.0000
C 0.730 -0.867 5.837 0.0000
C 0.682 -0.931 4.440 0.0000
C 0.627 0.222 3.645 0.0000
C 0.594 0.058 2.154 0.0000
O 0.793 -1.112 1.659 0.0000
O 0.332 1.069 1.411 0.0000
H 0.607 2.510 6.228 0.0000
H 0.757 0.434 7.571 0.0000
H 0.777 -1.792 6.411 0.0000
H 0.690 -1.898 3.942 0.0000
```

=====

(4)
Density functional theory data (wB97M-V/def2-TZVPD) for the ion HOS3 with charge -1.

Results
Molar mass: 113.2 g/mol
Total charge: -1
DFT total energy: -1270.42324 a.u.
Structure (SMILES): O=[S@H](=S)[S-]
Orbital gap: 7.8 eV
Energy above the lowest of the compared OMol25 structures with the same formula, charge and spin: 10.9 kcal per mole

```
5
Properties=species:S:1:pos:R:3:nbo_charge:R:1
O -0.941 0.084 -1.850 -0.9883
S -1.828 -1.700 0.375 -0.5887
S -1.843 1.693 0.343 -0.5714
S -1.155 -0.019 -0.369 1.1663
H 0.310 -0.277 0.073 -0.0179
```